*1*
Molecular formula: CH5O2P
Method: DFT, ωB97M-V/def2-TZVPD

Output
Kohn-Sham gap   8.780 eV
LUMO energy   0.5 eV

Geometry (Å):
C -0.020 0.211 0.064
O -0.698 -0.159 1.179
O 0.495 1.375 0.209
P 0.658 -1.235 -0.848
H -1.278 0.686 -1.175
H -0.954 0.681 1.467
H 0.829 1.779 -0.615
H -0.535 -1.759 -0.467
H 1.503 -1.580 0.186

Here is what natural (NBO) gives for the atomic charges, in e: atom 1 (C): 0.36, atom 2 (O): -0.68, atom 3 (O): -0.72, atom 4 (P): 0.31, atom 5 (H): -0.22, atom 6 (H): 0.48, atom 7 (H): 0.51, atom 8 (H): 0.01, atom 9 (H): -0.05

*2*
Molecular formula: CH5O2P
Method: DFT, ωB97M-V/def2-TZVPD

Output
Kohn-Sham gap   10.935 eV
LUMO energy   0.7 eV
SMILES   CO[PH2]=O

Geometry (Å):
C 0.788 -0.649 -0.016
O -3.231 -0.230 -0.023
O -0.747 -1.006 0.005
P -1.801 0.196 0.023
H 1.175 -1.520 -0.397
H 1.215 -0.255 1.012
H 0.846 -0.024 -0.893
H -1.520 1.027 1.302
H -1.560 0.983 -1.064

Here is what natural (NBO) gives for the atomic charges, in e: atom 1 (C): -0.26, atom 2 (O): -1.07, atom 3 (O): -0.84, atom 4 (P): 1.79, atom 5 (H): 0.21, atom 6 (H): 0.22, atom 7 (H): 0.19, atom 8 (H): -0.11, atom 9 (H): -0.12

Tell me which of them is the least stable. Sure, it is *1*.

*1*
Molecular formula: C6H14NOP
Method: DFT, ωB97M-V/def2-TZVPD

Output
Kohn-Sham gap   9.170 eV
LUMO energy   0.9 eV
SMILES   C[C@@H]1COC(C)(C)N1P

Geometry (Å):
C -1.228 -0.894 -1.090
C -1.487 0.388 -0.280
C 0.780 -0.089 -0.568
C -2.485 0.131 0.844
C 1.526 -1.177 0.171
C 1.882 0.705 -1.386
N -0.173 0.691 0.112
O 0.075 -0.843 -1.486
P 0.142 1.417 1.730
H -1.493 -1.639 -0.390
H -1.721 -0.978 -2.102
H -1.887 1.103 -0.933
H -2.132 -0.778 1.476
H -3.504 0.011 0.356
H -2.622 0.926 1.593
H 0.870 -1.858 0.768
H 2.102 -0.711 0.948
H 2.083 -1.745 -0.474
H 1.461 1.059 -2.234
H 2.875 0.207 -1.585
H 2.157 1.545 -0.724
H 1.513 0.912 1.616
H -0.301 0.225 2.404

Here is what natural (NBO) gives for the atomic charges, in e: atom 1 (C): -0.06, atom 2 (C): -0.08, atom 3 (C): 0.43, atom 4 (C): -0.63, atom 5 (C): -0.63, atom 6 (C): -0.62, atom 7 (N): -0.73, atom 8 (O): -0.52, atom 9 (P): 0.52, atom 10 (H): 0.15, atom 11 (H): 0.20, atom 12 (H): 0.17, atom 13 (H): 0.21, atom 14 (H): 0.23, atom 15 (H): 0.22, atom 16 (H): 0.20, atom 17 (H): 0.19, atom 18 (H): 0.22, atom 19 (H): 0.21, atom 20 (H): 0.21, atom 21 (H): 0.20, atom 22 (H): -0.03, atom 23 (H): -0.06

*2*
Molecular formula: C6H14NOP
Method: DFT, ωB97M-V/def2-TZVPD

Output
Kohn-Sham gap   9.100 eV
LUMO energy   0.2 eV

Geometry (Å):
C -0.581 1.862 -0.850
C 1.430 -1.173 0.374
C 2.473 0.913 -0.460
C -2.377 0.107 1.308
C 0.046 0.790 -0.028
C 1.219 0.058 -0.578
N -1.374 -0.383 0.343
O -1.354 2.682 -0.433
P -1.873 -1.194 -1.032
H -0.239 1.788 -1.897
H 2.409 -1.702 0.214
H 0.603 -1.774 0.253
H 1.299 -0.835 1.326
H 3.177 0.278 -0.153
H 2.599 1.224 -1.480
H 2.370 1.768 0.223
H -2.057 0.007 2.262
H -2.746 1.036 1.075
H -3.242 -0.564 1.320
H 0.216 1.095 1.073
H 1.115 -0.323 -1.518
H -3.210 -0.779 -1.200
H -2.537 -2.332 -0.366

Here is what natural (NBO) gives for the atomic charges, in e: atom 1 (C): 0.39, atom 2 (C): -0.58, atom 3 (C): -0.59, atom 4 (C): -0.42, atom 5 (C): -0.06, atom 6 (C): -0.28, atom 7 (N): -0.76, atom 8 (O): -0.50, atom 9 (P): 0.52, atom 10 (H): 0.11, atom 11 (H): 0.20, atom 12 (H): 0.22, atom 13 (H): 0.20, atom 14 (H): 0.21, atom 15 (H): 0.21, atom 16 (H): 0.21, atom 17 (H): 0.19, atom 18 (H): 0.20, atom 19 (H): 0.20, atom 20 (H): 0.23, atom 21 (H): 0.21, atom 22 (H): -0.08, atom 23 (H): -0.06

*3*
Molecular formula: C6H14NOP
Method: DFT, ωB97M-V/def2-TZVPD

Output
Kohn-Sham gap   9.495 eV
LUMO energy   1.0 eV
SMILES   CCN=[P@H](C)O.C=C=C

Geometry (Å):
C 1.825 -2.034 -0.141
C 2.258 -2.016 -1.391
C 1.554 -2.149 1.106
C -0.070 2.661 -0.164
C -1.923 0.460 1.375
C 0.151 1.540 -1.194
N -0.016 0.143 -0.713
O -1.235 -1.888 0.238
P -1.329 -0.413 -0.126
H -2.698 -0.258 -0.839
H 1.647 -1.769 -2.237
H 3.218 -2.368 -1.606
H 1.644 -1.149 1.554
H 0.986 -2.798 1.644
H -0.268 -1.977 0.273
H 0.328 2.268 0.906
H 0.457 3.557 -0.307
H -1.146 3.061 -0.050
H -2.357 -0.311 2.073
H -1.168 0.949 1.908
H -2.648 1.267 1.281
H -0.461 1.711 -2.135
H 1.253 1.513 -1.457

Here is what natural (NBO) gives for the atomic charges, in e: atom 1 (C): 0.15, atom 2 (C): -0.49, atom 3 (C): -0.56, atom 4 (C): -0.63, atom 5 (C): -1.04, atom 6 (C): -0.23, atom 7 (N): -1.13, atom 8 (O): -1.00, atom 9 (P): 1.90, atom 10 (H): -0.14, atom 11 (H): 0.24, atom 12 (H): 0.22, atom 13 (H): 0.23, atom 14 (H): 0.23, atom 15 (H): 0.53, atom 16 (H): 0.20, atom 17 (H): 0.21, atom 18 (H): 0.20, atom 19 (H): 0.24, atom 20 (H): 0.24, atom 21 (H): 0.25, atom 22 (H): 0.18, atom 23 (H): 0.20

Tell me which of them is the least stable. Sure, it is *2*.

*1*
Molecular formula: C4H30NO10
Method: DFT, ωB97M-V/def2-TZVPD

Output
Total charge   +1
Kohn-Sham gap   11.041 eV
LUMO energy   -2.5 eV

Geometry (Å):
O -1.397 1.575 2.556
C -0.538 1.507 1.395
C -1.134 0.268 0.622
N -0.737 0.153 -0.838
C -1.152 -1.152 -1.460
C -0.725 -0.993 1.379
H -0.896 1.754 3.343
H 0.474 1.260 1.755
H -0.542 2.476 0.869
H -2.257 0.393 0.695
H -1.149 0.923 -1.392
H 0.356 0.281 -0.940
H -1.311 -1.100 -2.523
H -2.140 -1.569 -1.095
H -0.507 -1.930 -1.114
H -1.090 -0.895 2.375
H -0.958 -1.980 0.947
H 0.340 -1.080 1.566
H -3.574 1.148 1.712
H -4.816 0.232 1.513
O -4.396 1.053 1.181
H 2.918 1.489 1.271
H 3.974 2.568 0.742
O 3.061 2.308 0.835
H 1.068 1.867 -0.533
H 2.430 1.718 -0.974
O 1.571 1.479 -1.317
H 3.280 -0.101 -2.491
H 2.718 -1.419 -2.907
O 2.627 -0.738 -2.235
H -1.656 1.730 -3.815
H -0.068 1.910 -3.803
O -0.867 1.793 -3.311
H 0.494 -4.728 0.673
H 0.233 -3.986 -0.590
O 0.610 -3.847 0.284
H 3.926 -1.039 2.945
H 3.151 -1.040 1.649
O 3.549 -0.431 2.287
H -4.789 -0.592 -1.327
H -3.820 -0.324 -0.060
O -3.842 -0.615 -0.991
H 2.248 -1.277 -0.637
H 1.897 -2.563 0.046
O 2.360 -1.713 0.230

Here is what natural (NBO) gives for the atomic charges, in e: atom 1 (O): -0.74, atom 2 (C): -0.09, atom 3 (C): -0.06, atom 4 (N): -0.57, atom 5 (C): -0.45, atom 6 (C): -0.68, atom 7 (H): 0.50, atom 8 (H): 0.19, atom 9 (H): 0.19, atom 10 (H): 0.22, atom 11 (H): 0.47, atom 12 (H): 0.48, atom 13 (H): 0.24, atom 14 (H): 0.28, atom 15 (H): 0.20, atom 16 (H): 0.24, atom 17 (H): 0.24, atom 18 (H): 0.25, atom 19 (H): 0.49, atom 20 (H): 0.48, atom 21 (O): -0.93, atom 22 (H): 0.50, atom 23 (H): 0.50, atom 24 (O): -0.99, atom 25 (H): 0.47, atom 26 (H): 0.51, atom 27 (O): -0.95, atom 28 (H): 0.49, atom 29 (H): 0.49, atom 30 (O): -0.95, atom 31 (H): 0.49, atom 32 (H): 0.50, atom 33 (O): -0.98, atom 34 (H): 0.50, atom 35 (H): 0.47, atom 36 (O): -0.95, atom 37 (H): 0.48, atom 38 (H): 0.50, atom 39 (O): -1.00, atom 40 (H): 0.50, atom 41 (H): 0.49, atom 42 (O): -0.99, atom 43 (H): 0.49, atom 44 (H): 0.50, atom 45 (O): -1.01

*2*
Molecular formula: C4H30NO10
Method: DFT, ωB97M-V/def2-TZVPD

Output
Total charge   +1
Kohn-Sham gap   10.287 eV
LUMO energy   -2.8 eV

Geometry (Å):
C 0.069 0.312 -0.775
C 1.014 -0.692 -1.353
C 1.832 -0.087 -2.521
C 3.071 0.560 -1.929
O 2.644 1.854 -1.383
N -1.284 0.550 -1.575
H 0.601 1.252 -0.683
H -0.142 -0.144 0.169
H 1.724 -1.054 -0.604
H 0.538 -1.593 -1.819
H 1.235 0.748 -3.126
H 2.080 -0.829 -3.224
H 3.484 0.018 -1.083
H 3.859 0.788 -2.580
H 2.610 1.815 -0.474
H -1.730 -0.318 -1.523
H -0.945 0.931 -2.389
H -1.939 1.111 -1.134
H 0.983 2.408 -2.236
H 0.581 3.185 -3.394
O 0.361 2.510 -2.765
H -3.045 3.278 0.654
H -2.108 2.521 1.433
O -2.781 2.365 0.785
H -0.412 1.015 2.030
H -0.606 1.947 3.293
O -0.669 1.867 2.366
H -0.235 -2.242 0.558
H 0.710 -3.229 1.054
O 0.058 -3.058 0.453
H -1.710 -3.118 0.773
H -3.097 -3.596 1.271
O -2.539 -2.939 0.988
H -1.710 -1.638 2.812
H -2.098 -0.094 2.945
O -1.334 -0.747 2.730
H -3.018 -1.531 0.244
H -4.067 -0.329 0.056
O -3.250 -0.786 -0.382
H 1.931 1.228 2.065
H 2.073 -0.007 1.487
O 1.847 0.978 1.150
H 2.267 -2.180 2.990
H 1.177 -1.324 2.449
O 1.973 -1.706 2.195

Here is what natural (NBO) gives for the atomic charges, in e: atom 1 (C): -0.22, atom 2 (C): -0.45, atom 3 (C): -0.46, atom 4 (C): -0.06, atom 5 (O): -0.77, atom 6 (N): -0.68, atom 7 (H): 0.25, atom 8 (H): 0.20, atom 9 (H): 0.23, atom 10 (H): 0.24, atom 11 (H): 0.24, atom 12 (H): 0.22, atom 13 (H): 0.17, atom 14 (H): 0.20, atom 15 (H): 0.49, atom 16 (H): 0.45, atom 17 (H): 0.44, atom 18 (H): 0.45, atom 19 (H): 0.47, atom 20 (H): 0.50, atom 21 (O): -0.94, atom 22 (H): 0.47, atom 23 (H): 0.49, atom 24 (O): -0.98, atom 25 (H): 0.50, atom 26 (H): 0.49, atom 27 (O): -0.97, atom 28 (H): 0.45, atom 29 (H): 0.49, atom 30 (O): -0.92, atom 31 (H): 0.49, atom 32 (H): 0.50, atom 33 (O): -0.96, atom 34 (H): 0.50, atom 35 (H): 0.51, atom 36 (O): -1.01, atom 37 (H): 0.50, atom 38 (H): 0.50, atom 39 (O): -1.03, atom 40 (H): 0.48, atom 41 (H): 0.49, atom 42 (O): -0.98, atom 43 (H): 0.50, atom 44 (H): 0.48, atom 45 (O): -0.95

Tell me which of them is the least stable. Sure, it is *2*.

*1*
Molecular formula: C3H9N3O2
Method: DFT, ωB97M-V/def2-TZVPD

Output
Kohn-Sham gap   9.621 eV
LUMO energy   0.8 eV
SMILES   CN(O)C(=O)CNN

Geometry (Å):
C -0.488 -0.791 0.386
C -0.858 2.136 0.522
N -0.548 1.354 -0.639
N 0.158 -2.209 0.350
C 0.178 0.048 -0.630
N 1.475 -2.152 0.887
O -0.193 2.159 -1.747
O 0.956 -0.237 -1.508
H -0.030 1.509 -2.457
H 0.177 -2.517 -0.627
H 2.174 -1.895 0.189
H 1.705 -3.070 1.252
H -0.300 -0.439 1.398
H -1.549 -0.934 0.176
H -1.180 3.125 0.197
H 0.008 2.241 1.184
H -1.684 1.673 1.066

Here is what natural (NBO) gives for the atomic charges, in e: atom 1 (C): -0.36, atom 2 (C): -0.43, atom 3 (N): -0.20, atom 4 (N): -0.45, atom 5 (C): 0.65, atom 6 (N): -0.69, atom 7 (O): -0.56, atom 8 (O): -0.59, atom 9 (H): 0.48, atom 10 (H): 0.34, atom 11 (H): 0.34, atom 12 (H): 0.36, atom 13 (H): 0.24, atom 14 (H): 0.24, atom 15 (H): 0.24, atom 16 (H): 0.19, atom 17 (H): 0.21

*2*
Molecular formula: C3H9N3O2
Method: DFT, ωB97M-V/def2-TZVPD

Output
Kohn-Sham gap   9.522 eV
LUMO energy   0.6 eV
SMILES   CN/N=C(\CO)NO

Geometry (Å):
C -2.269 0.136 0.703
C 0.511 -0.550 -0.691
C 0.725 0.878 -1.021
H -2.918 -0.467 1.474
H -3.012 0.861 0.317
H -1.199 0.686 1.265
H -2.419 -1.160 -0.692
H -0.193 1.498 -1.345
H 1.608 0.800 -1.738
H 1.946 1.116 0.494
H 1.781 -2.073 0.269
H 2.146 -0.126 1.481
N -1.679 -0.394 -0.557
N -0.443 -1.176 -0.358
N 1.822 -1.211 -0.282
O 1.074 1.608 0.063
O 2.518 -0.427 0.617

Here is what natural (NBO) gives for the atomic charges, in e: atom 1 (C): -0.44, atom 2 (C): 0.37, atom 3 (C): -0.15, atom 4 (H): 0.19, atom 5 (H): 0.21, atom 6 (H): 0.20, atom 7 (H): 0.35, atom 8 (H): 0.23, atom 9 (H): 0.18, atom 10 (H): 0.47, atom 11 (H): 0.36, atom 12 (H): 0.46, atom 13 (N): -0.50, atom 14 (N): -0.29, atom 15 (N): -0.32, atom 16 (O): -0.73, atom 17 (O): -0.60

*3*
Molecular formula: C3H9N3O2
Method: DFT, ωB97M-V/def2-TZVPD

Output
Kohn-Sham gap   9.652 eV
LUMO energy   0.7 eV
SMILES   CONN(C)C(N)=O

Geometry (Å):
C -0.104 2.082 -0.144
C -1.256 -1.175 1.155
N -0.341 -0.677 0.140
N -0.984 -0.082 -0.935
C 0.965 -1.143 0.125
N 1.765 -0.647 -0.878
O -1.319 1.236 -0.646
O 1.374 -1.925 0.953
H -0.393 -0.116 -1.768
H 1.584 0.250 -1.302
H 2.738 -0.886 -0.775
H -0.614 2.928 0.306
H 0.575 1.661 0.601
H 0.454 2.377 -1.043
H -1.847 -2.002 0.751
H -1.926 -0.360 1.453
H -0.671 -1.521 2.008

Here is what natural (NBO) gives for the atomic charges, in e: atom 1 (C): -0.31, atom 2 (C): -0.41, atom 3 (N): -0.33, atom 4 (N): -0.16, atom 5 (C): 0.77, atom 6 (N): -0.86, atom 7 (O): -0.40, atom 8 (O): -0.64, atom 9 (H): 0.34, atom 10 (H): 0.38, atom 11 (H): 0.41, atom 12 (H): 0.21, atom 13 (H): 0.20, atom 14 (H): 0.17, atom 15 (H): 0.20, atom 16 (H): 0.21, atom 17 (H): 0.24

Tell me which of them is the least stable. Sure, it is *2*.

*1*
Molecular formula: CH4OP2
Method: DFT, ωB97M-V/def2-TZVPD

Output
Kohn-Sham gap   8.579 eV
LUMO energy   -0.9 eV
SMILES   O=PCP

Geometry (Å):
C -0.097 -0.010 0.572
O -2.130 0.653 -1.239
P -1.680 1.055 0.102
P 1.582 0.294 -0.142
H -0.162 0.036 1.718
H -0.217 -1.063 0.270
H 1.880 -1.033 0.038
H 0.823 0.067 -1.319

Here is what natural (NBO) gives for the atomic charges, in e: atom 1 (C): -1.13, atom 2 (O): -0.97, atom 3 (P): 1.33, atom 4 (P): 0.33, atom 5 (H): 0.23, atom 6 (H): 0.25, atom 7 (H): -0.03, atom 8 (H): -0.01

*2*
Molecular formula: CH4OP2
Method: DFT, ωB97M-V/def2-TZVPD

Output
Kohn-Sham gap (alpha / beta)   7.480 / 7.481 eV
LUMO energy (alpha / beta)   -1.6 / -1.6 eV

Geometry (Å):
C -0.156 1.135 -0.236
O -2.396 -0.167 -0.562
P -1.323 -0.014 0.423
P 0.727 -1.500 -0.005
H -0.271 1.467 -1.265
H 0.709 1.525 0.277
H 2.000 -0.940 -0.026
H 0.710 -1.506 1.394

Here is what natural (NBO) gives for the atomic charges, in e: atom 1 (C): -0.71, atom 2 (O): -1.06, atom 3 (P): 1.21, atom 4 (P): 0.16, atom 5 (H): 0.22, atom 6 (H): 0.21, atom 7 (H): -0.03, atom 8 (H): -0.01

Tell me which of them is the least stable. Sure, it is *2*.